(1)
# C25H29N3O8

C25H29N3O8 in the gas phase (wB97M-V/def2-TZVPD, the Open Molecules 2025 dataset).

Results
Molecular weight, g mol⁻¹: 499.52
Charge: 0
Total energy, a.u.: -1736.2863
Energy relative to the best compared isomer or geometry (same formula, charge and spin), kcal per mole: 0.0
SMILES string: COc1cc(NC(=O)Cn2c(=O)n(C[C@@H]3CCCO3)c(=O)c3cc(OC)c(OC)cc32)cc(OC)c1
2S+1: 1
Gap between HOMO and LUMO, eV: 8.73

Structure (XYZ):
```
65
Properties=species:S:1:pos:R:3:lowdin_charge:R:1
C 5.864 3.039 0.209 -0.083
O 6.195 1.793 -0.358 -0.076
C 5.286 0.784 -0.280 -0.262
C 4.043 0.898 0.325 0.040
C 3.199 -0.209 0.344 -0.200
N 1.936 -0.170 0.946 0.154
C 1.307 0.860 1.544 -0.427
O 1.724 1.992 1.684 0.067
C -0.089 0.447 2.046 -0.026
N -1.011 0.236 0.944 0.058
C -1.135 -1.048 0.478 -0.418
O -0.373 -1.924 0.865 0.046
N -2.141 -1.297 -0.420 0.095
C -2.318 -2.666 -0.884 -0.058
C -3.504 -3.365 -0.195 -0.297
C -3.319 -3.479 1.332 -0.116
C -3.640 -4.946 1.617 -0.148
C -3.228 -5.597 0.298 -0.200
O -3.633 -4.684 -0.700 -0.093
C -3.013 -0.337 -0.935 -0.357
O -3.912 -0.659 -1.683 0.102
C -2.714 1.029 -0.536 -0.062
C -3.442 2.083 -1.105 0.066
C -3.153 3.391 -0.795 -0.192
O -3.796 4.479 -1.287 -0.061
C -4.852 4.268 -2.194 -0.074
C -2.082 3.665 0.101 -0.177
O -1.828 4.971 0.318 -0.044
C -0.765 5.324 1.174 -0.059
C -1.376 2.624 0.676 0.071
C -1.693 1.298 0.374 -0.121
C 3.588 -1.407 -0.232 0.048
C 4.839 -1.515 -0.839 -0.271
O 5.130 -2.731 -1.375 -0.078
C 6.380 -2.908 -1.997 -0.088
C 5.687 -0.420 -0.862 0.049
H 5.690 2.956 1.286 0.098
H 4.981 3.475 -0.268 0.097
H 6.725 3.681 0.030 0.092
H 3.715 1.813 0.782 0.088
H 1.418 -1.048 0.904 0.116
H -0.487 1.221 2.704 0.137
H -0.011 -0.494 2.596 0.138
H -2.511 -2.640 -1.958 0.139
H -1.396 -3.213 -0.682 0.134
H -4.421 -2.826 -0.460 0.146
H -3.969 -2.794 1.873 0.116
H -2.284 -3.266 1.597 0.101
H -3.095 -5.343 2.470 0.111
H -4.709 -5.081 1.778 0.113
H -3.726 -6.547 0.097 0.122
H -2.139 -5.747 0.266 0.123
H -4.223 1.812 -1.797 0.119
H -5.217 5.260 -2.452 0.095
H -4.508 3.759 -3.099 0.099
H -5.661 3.689 -1.739 0.099
H -0.729 6.412 1.159 0.097
H 0.189 4.923 0.821 0.101
H -0.945 4.982 2.198 0.102
H -0.546 2.842 1.325 0.087
H 2.938 -2.267 -0.220 0.125
H 6.393 -3.940 -2.343 0.092
H 7.204 -2.750 -1.294 0.096
H 6.500 -2.237 -2.853 0.096
H 6.662 -0.451 -1.317 0.114
```

(2)
# C32H72F20N14O40S20

14 unconnected molecules or ions with the total composition C32H72F20N14O40S20 (wB97M-V/def2-TZVPD, the Open Molecules 2025 dataset).

Results
Molecular weight, g mol⁻¹: 2314.29
Charge: -6
Total energy, a.u.: -14998.8295
2S+1: 1
Gap between HOMO and LUMO, eV: 4.95

Structure (XYZ):
```
198
Properties=species:S:1:pos:R:3:lowdin_charge:R:1
C 3.397 -4.306 10.174 -0.081
C 3.305 -3.206 9.122 -0.243
C 3.845 -1.908 9.623 -0.136
N 3.271 -0.654 8.862 -0.224
C 1.724 -0.463 9.050 0.069
C 4.000 0.602 9.310 -0.115
C 4.485 1.412 8.086 -0.113
C 3.875 0.689 6.852 -0.123
C 3.593 -0.757 7.364 -0.087
H 2.960 -5.222 9.778 0.087
H 2.911 -3.991 11.098 0.075
H 4.467 -4.462 10.305 0.075
H 2.258 -3.014 8.888 0.113
H 3.848 -3.443 8.206 0.126
H 4.932 -1.839 9.568 0.130
H 3.617 -1.781 10.681 0.124
H 1.639 -0.310 10.125 0.100
H 1.006 -1.182 8.655 0.111
H 1.566 0.458 8.489 0.113
H 3.440 1.054 10.128 0.129
H 4.942 0.321 9.780 0.112
H 4.101 2.432 8.080 0.124
H 5.570 1.330 8.030 0.115
H 3.026 1.158 6.356 0.120
H 4.552 0.636 6.000 0.124
H 2.826 -1.296 6.808 0.143
H 4.490 -1.347 7.179 0.133
C 0.170 -2.264 -6.632 -0.075
C -0.979 -1.527 -7.294 -0.232
C -1.922 -2.437 -8.091 -0.083
N -3.139 -1.728 -8.830 -0.205
C -3.806 -0.635 -7.944 0.035
C -4.257 -2.768 -9.204 -0.114
C -4.309 -2.891 -10.694 -0.161
C -2.880 -2.432 -11.241 -0.113
C -2.630 -1.279 -10.251 -0.085
H -0.248 -2.817 -5.790 0.085
H 0.882 -1.575 -6.176 0.092
H 0.668 -2.898 -7.365 0.087
H -0.579 -0.778 -7.977 0.120
H -1.472 -1.168 -6.390 0.117
H -2.541 -2.967 -7.367 0.125
H -1.510 -3.158 -8.796 0.135
H -4.057 -0.878 -6.912 0.116
H -4.686 -0.196 -8.413 0.095
H -3.014 0.107 -8.042 0.103
H -5.238 -2.516 -8.801 0.125
H -3.915 -3.715 -8.787 0.125
H -5.105 -2.281 -11.121 0.109
H -4.472 -3.935 -10.965 0.111
H -2.950 -2.078 -12.269 0.115
H -2.077 -3.165 -11.164 0.114
H -3.329 -0.498 -10.548 0.123
H -1.627 -0.852 -10.235 0.141
C -6.066 3.884 2.190 -0.069
C -7.533 3.485 1.897 -0.228
C -7.570 2.033 1.369 -0.076
N -8.979 1.305 1.528 -0.232
C -9.936 1.974 0.568 0.004
C -9.570 1.287 2.979 -0.062
C -10.249 -0.070 3.228 -0.131
C -9.948 -0.942 1.987 -0.151
C -8.882 -0.192 1.200 -0.094
H -6.121 4.880 2.629 0.080
H -5.591 4.095 1.231 0.082
H -5.550 3.178 2.840 0.089
H -8.026 4.215 1.254 0.104
H -8.074 3.577 2.838 0.100
H -6.886 1.360 1.887 0.132
H -7.290 1.929 0.321 0.136
H -10.272 2.943 0.936 0.102
H -10.811 1.324 0.559 0.099
H -9.527 1.976 -0.443 0.109
H -10.290 2.079 3.183 0.128
H -8.644 1.329 3.552 0.138
H -11.324 0.110 3.272 0.102
H -10.006 -0.576 4.163 0.128
H -10.842 -1.133 1.393 0.103
H -9.620 -1.932 2.304 0.125
H -8.928 -0.342 0.121 0.138
H -7.951 -0.577 1.616 0.145
C 3.694 1.048 -3.068 -0.069
C 2.951 0.542 -1.837 -0.226
C 1.555 1.130 -1.642 -0.080
N 0.833 0.592 -0.343 -0.226
C 0.950 -0.966 -0.365 0.062
C 1.345 1.217 0.936 -0.099
C 0.337 0.919 2.065 -0.155
C -0.947 1.145 1.338 -0.164
C -0.634 0.948 -0.183 -0.098
H 3.448 2.015 -3.507 0.079
H 3.576 0.411 -3.944 0.076
H 4.706 1.085 -2.664 0.091
H 3.532 0.758 -0.940 0.118
H 2.881 -0.543 -1.907 0.105
H 0.861 0.829 -2.425 0.128
H 1.459 2.215 -1.584 0.135
H 0.365 -1.348 0.471 0.109
H 1.989 -1.246 -0.194 0.101
H 0.669 -1.253 -1.378 0.113
H 2.307 0.766 1.180 0.136
H 1.515 2.293 0.922 0.148
H 0.438 -0.083 2.483 0.116
H 0.299 1.675 2.849 0.123
H -1.845 0.599 1.629 0.118
H -1.134 2.211 1.459 0.112
H -1.295 0.188 -0.601 0.128
H -0.747 1.924 -0.655 0.128
N 10.844 -2.170 -5.139 -0.272
S 9.351 -2.313 -4.309 0.575
O 9.204 -1.363 -3.200 -0.305
O 8.772 -3.623 -4.088 -0.292
F 8.356 -1.641 -5.402 -0.217
S 11.610 -3.002 -4.095 0.407
O 11.478 -4.459 -4.204 -0.347
O 11.851 -2.504 -2.745 -0.316
F 13.038 -2.757 -4.738 -0.232
N 10.548 4.137 -6.467 -0.250
S 9.177 4.674 -5.617 0.568
O 8.607 5.904 -6.067 -0.282
O 9.154 4.324 -4.235 -0.248
F 8.077 3.652 -6.270 -0.215
S 11.306 5.335 -6.261 0.364
O 11.801 5.692 -4.907 -0.340
O 11.153 6.460 -7.171 -0.343
F 12.753 4.855 -6.804 -0.255
N -1.427 5.307 -4.428 -0.237
S -2.585 4.476 -4.726 0.416
O -2.281 3.023 -4.916 -0.357
O -3.733 5.020 -5.543 -0.359
F -3.291 4.505 -3.252 -0.245
S -0.928 5.172 -6.035 0.583
O -1.419 6.188 -6.951 -0.298
O -0.540 3.842 -6.578 -0.302
F 0.555 5.710 -5.749 -0.204
N -2.788 -5.510 -0.741 -0.262
S -2.807 -5.530 -2.206 0.422
O -2.773 -4.222 -2.949 -0.375
O -3.523 -6.622 -2.900 -0.343
F -1.233 -5.878 -2.318 -0.219
S -4.281 -4.633 -0.467 0.662
O -5.495 -4.933 -1.240 -0.337
O -4.112 -3.173 -0.036 -0.351
F -4.632 -5.441 0.855 -0.201
N 3.608 5.882 0.585 -0.255
S 4.925 5.199 0.649 0.391
O 4.979 3.842 1.209 -0.316
O 6.104 6.057 0.712 -0.307
F 4.848 4.934 -0.963 -0.242
S 3.611 6.086 2.295 0.609
O 4.688 6.965 2.791 -0.323
O 3.117 4.996 3.163 -0.321
F 2.418 7.194 2.312 -0.239
N -1.232 -6.532 4.575 -0.246
S -1.221 -7.149 5.905 0.371
O -2.378 -7.486 6.712 -0.314
O 0.035 -6.861 6.584 -0.333
F -0.788 -8.561 5.213 -0.254
S -1.687 -4.986 5.207 0.616
O -0.605 -4.147 5.630 -0.298
O -2.944 -4.970 6.022 -0.324
F -2.149 -4.271 3.809 -0.218
N 4.467 -1.224 -11.858 -0.282
S 3.959 -0.622 -10.413 0.542
O 4.090 -1.511 -9.297 -0.273
O 2.756 0.232 -10.498 -0.324
F 5.157 0.389 -10.181 -0.177
S 3.372 -2.189 -12.106 0.407
O 2.184 -1.781 -12.831 -0.330
O 3.217 -3.264 -11.131 -0.322
F 4.276 -3.000 -13.172 -0.244
N -2.040 6.069 7.965 -0.255
S -1.163 6.069 9.444 0.562
O -0.900 7.388 10.026 -0.335
O -0.147 5.085 9.818 -0.315
F -2.421 5.592 10.284 -0.218
S -0.774 5.852 7.153 0.389
O -0.412 4.457 7.028 -0.310
O 0.253 6.885 7.172 -0.296
F -1.542 6.076 5.758 -0.222
N -6.581 1.460 7.388 -0.288
S -7.459 0.444 8.406 0.567
O -6.676 -0.281 9.396 -0.296
O -8.669 -0.203 7.840 -0.348
F -8.062 1.652 9.249 -0.220
S -5.700 0.378 6.725 0.412
O -6.375 -0.574 5.865 -0.326
O -4.567 -0.117 7.456 -0.279
F -4.971 1.343 5.661 -0.222
N 4.448 -4.829 1.204 -0.280
S 4.917 -3.517 2.141 0.605
O 5.324 -2.294 1.461 -0.299
O 5.554 -3.845 3.453 -0.344
F 3.423 -3.122 2.597 -0.234
S 5.478 -4.717 0.188 0.393
O 6.855 -4.887 0.642 -0.310
O 5.208 -3.770 -0.921 -0.316
F 5.164 -6.165 -0.418 -0.218
```

(3)
# C4H7NO2

C4H7NO2 in the gas phase (wB97M-V/def2-TZVPD, the Open Molecules 2025 dataset).

Results
Molecular weight, g mol⁻¹: 101.10
Charge: 0
Total energy, a.u.: -361.7334
Energy relative to the best compared isomer or geometry (same formula, charge and spin), kcal per mole: 92.5
2S+1: 1
Gap between HOMO and LUMO, eV: 7.27

Structure (XYZ):
```
14
Properties=species:S:1:pos:R:3:lowdin_charge:R:1
C 1.115 0.762 0.762 -0.098
C 0.551 -0.376 -0.036 -0.340
C 0.184 -1.638 0.733 -0.223
O 0.536 -1.866 1.861 0.077
C -0.675 0.384 -0.393 -0.415
O -1.485 0.854 0.542 0.060
N -1.056 0.607 -1.643 0.225
H -0.750 1.076 1.215 0.124
H 1.437 0.448 1.756 0.031
H 1.862 1.345 0.227 0.024
H 1.079 -0.703 -0.950 0.146
H -0.452 -2.363 0.178 0.130
H -0.579 0.168 -2.416 0.126
H -1.764 1.300 -1.837 0.132
```

(4)
# C23H27ClN2O4

C23H27ClN2O4 in the gas phase (wB97M-V/def2-TZVPD, the Open Molecules 2025 dataset).

Results
Molecular weight, g mol⁻¹: 430.93
Charge: 0
Total energy, a.u.: -1763.3460
Energy relative to the best compared isomer or geometry (same formula, charge and spin), kcal per mole: 10.3
SMILES string: COc1ccc(C(=O)NCCc2cccc(Cl)c2)cc1OC1CCN(C(C)=O)CC1
2S+1: 1
Gap between HOMO and LUMO, eV: 8.94

Structure (XYZ):
```
57
Properties=species:S:1:pos:R:3:lowdin_charge:R:1
C 0.658 4.243 -0.958 -0.078
O 1.172 3.030 -0.465 -0.060
C 0.346 1.953 -0.403 -0.189
C -0.970 1.929 -0.832 -0.008
C -1.730 0.773 -0.733 -0.042
C -1.178 -0.381 -0.200 -0.131
C -1.921 -1.656 0.002 -0.457
O -1.534 -2.515 0.774 0.067
N -3.042 -1.817 -0.749 0.064
C -3.996 -2.860 -0.456 -0.162
C -4.907 -2.483 0.732 -0.122
C -5.539 -1.144 0.493 -0.235
C -6.748 -1.026 -0.180 -0.041
C -7.278 0.221 -0.461 -0.076
C -6.604 1.372 -0.090 -0.112
C -5.397 1.253 0.579 -0.666
Cl -4.524 2.677 1.038 0.679
C -4.866 0.010 0.879 -0.078
C 0.145 -0.357 0.248 0.055
C 0.915 0.784 0.158 -0.166
O 2.198 0.922 0.577 -0.005
C 2.882 -0.176 1.158 -0.314
C 3.393 -1.144 0.081 -0.090
C 4.411 -0.428 -0.812 -0.138
N 5.502 0.077 -0.015 -0.063
C 6.769 -0.401 0.028 -0.504
C 7.127 -1.480 -0.976 0.001
O 7.589 0.031 0.816 0.043
C 5.068 1.046 0.970 -0.127
C 4.067 0.408 1.933 -0.088
H 0.345 4.152 -2.004 0.097
H 1.475 4.959 -0.888 0.095
H -0.186 4.596 -0.357 0.098
H -1.427 2.815 -1.242 0.106
H -2.760 0.818 -1.055 0.097
H -3.374 -1.041 -1.296 0.122
H -3.433 -3.760 -0.201 0.121
H -4.594 -3.041 -1.351 0.123
H -5.666 -3.255 0.850 0.117
H -4.291 -2.451 1.632 0.119
H -7.279 -1.917 -0.483 0.113
H -8.223 0.302 -0.978 0.105
H -7.007 2.347 -0.313 0.102
H -3.929 -0.059 1.410 0.117
H 0.527 -1.270 0.679 0.117
H 2.217 -0.704 1.856 0.150
H 3.861 -1.999 0.571 0.128
H 2.563 -1.502 -0.530 0.115
H 3.916 0.426 -1.291 0.134
H 4.771 -1.100 -1.588 0.112
H 6.986 -1.124 -1.994 0.083
H 8.174 -1.732 -0.833 0.083
H 6.525 -2.372 -0.819 0.081
H 4.591 1.886 0.456 0.132
H 5.952 1.394 1.507 0.122
H 4.553 -0.391 2.495 0.128
H 3.705 1.161 2.632 0.124
```